The following is a quantum chemistry calculation of a structure of composition C16H22N3O4SSr, from the OMol25 dataset.

Last column: Mulliken charge in e.
CARTESIAN COORDINATES (ANGSTROEM)
Sr1 0.689392 -0.372335 0.807053  1.878
S1 2.351183 -2.149384 2.202305  -0.513
C1 2.459054 -2.768351 0.629254  0.447
C2 3.270977 -3.888055 0.352633  -0.872
C3 3.370280 -4.349004 -0.934472  -0.028
C4 2.667866 -3.692221 -1.946689  -0.835
C5 1.874785 -2.620621 -1.587056  -0.625
N1 1.754537 -2.179179 -0.346901  -0.133
H1 3.811287 -4.350440 1.163290  0.418
H2 3.980827 -5.212317 -1.164366  0.357
H3 2.744062 -4.008723 -2.975787  0.394
H4 1.284414 -2.089678 -2.327363  0.474
C6 -1.931309 -3.039594 -0.466661  -1.182
C7 -1.701948 -2.644155 1.004827  0.509
C8 -3.059181 -2.361529 1.678334  -1.497
O1 -0.853625 -1.574614 1.089266  -1.006
H5 -2.633208 -3.869674 -0.549852  0.406
H6 -0.980104 -3.328993 -0.912060  0.168
H7 -2.322714 -2.166367 -0.991379  0.246
H8 -1.251922 -3.523000 1.523244  0.156
H9 -3.536335 -1.516992 1.183328  0.320
H10 -2.885145 -2.108935 2.720165  0.327
H11 -3.718321 -3.228490 1.630139  0.403
C9 5.178338 2.071005 -2.621526  -1.304
C10 5.714501 2.010257 -1.194761  -1.210
C11 4.588374 2.007610 -0.148674  2.269
C12 5.197315 1.918010 1.273156  -1.269
C13 4.169081 2.027942 2.394547  -1.059
C14 3.817044 3.303585 -0.225916  -0.050
O2 4.335240 4.385678 -0.419923  -0.676
N2 2.481453 3.190298 0.005345  0.085
C15 1.789513 1.972601 0.148054  0.747
O3 0.619286 2.031791 0.510681  -0.891
N3 2.399343 0.852703 -0.142299  -0.687
C16 3.720418 0.754984 -0.345723  -0.009
O4 4.249161 -0.303858 -0.630199  -0.631
H12 6.007893 2.044058 -3.326418  0.455
H13 4.616988 2.990904 -2.780424  0.296
H14 4.529088 1.219623 -2.817369  0.285
H15 6.354790 2.875631 -1.007571  0.434
H16 6.298107 1.095689 -1.065058  0.447
H17 5.935619 2.719995 1.378901  0.403
H18 5.712388 0.956596 1.350153  0.420
H19 3.709896 3.017018 2.407060  0.301
H20 4.648168 1.857376 3.358523  0.493
H21 3.387240 1.279130 2.274503  0.076
H22 1.927606 4.036411 0.066115  0.260

Cartesian forces, eV/Å:
0.78 1.43 1.24
0.49 0.09 1.57
0.22 -0.36 -0.19
0.05 -0.11 -0.29
-0.10 0.12 0.04
-0.09 0.05 -0.14
0.12 -0.35 -0.43
0.43 -0.76 -0.68
0.01 -0.02 0.09
0.09 -0.03 -0.02
-0.06 0.00 -0.09
0.05 -0.02 -0.12
0.17 0.06 0.48
-0.35 -0.45 0.01
0.49 -0.13 -0.13
-3.96 -2.55 0.41
-0.09 -0.08 -0.10
0.02 0.01 -0.09
-0.07 0.00 -0.13
-0.16 0.14 -0.13
-0.09 0.12 -0.04
-0.05 0.10 0.18
-0.11 -0.08 0.00
0.13 -0.02 0.19
-0.12 0.06 0.00
0.65 -0.24 -0.16
-0.05 0.06 0.14
0.14 0.00 0.00
0.05 0.01 -0.07
0.10 0.12 0.05
-0.49 0.23 0.04
1.26 1.64 -0.55
-1.20 0.83 0.22
0.89 -0.01 -0.94
0.72 0.11 -0.21
0.21 0.17 -0.05
-0.03 0.02 -0.14
-0.02 0.06 -0.09
-0.02 -0.06 -0.08
0.00 -0.07 0.05
-0.06 0.10 0.08
0.00 -0.08 -0.08
0.01 0.07 -0.12
-0.03 0.00 0.10
-0.04 0.01 0.03
-0.02 -0.08 0.12
0.14 -0.13 0.04

Properties
Charge: -1
DFT total energy: -41286.1158 eV
Spin multiplicity: 1
Gap between HOMO and LUMO: 6.7676 eV
Molar mass: 440.1 g mol⁻¹

The following is a quantum chemistry calculation of a cluster of 2 separate species, C16H22N4O3 in total, from the OMol25 dataset.

Last column: Mulliken charge in e.
CARTESIAN COORDINATES (ANGSTROEM)
O1 -0.833352 -1.202405 -2.410814  -0.723
O2 2.456677 -0.071012 0.051555  -0.693
O3 1.427477 -4.113635 3.364737  -0.670
C1 -1.137290 -0.033063 -2.610745  -0.006
C2 1.884571 -1.007193 0.584828  0.691
C3 1.842486 -2.987640 3.109909  0.084
C4 -1.618838 1.645559 -4.282540  -0.805
C5 -1.876415 2.612759 -3.324487  1.375
C6 -1.511391 1.439382 0.834681  -0.481
C7 -1.274010 0.538094 -0.197492  -0.209
C8 -1.878071 2.747343 0.530630  -1.095
C9 -1.394651 0.934400 -1.537693  -0.325
C10 -1.763761 2.264428 -1.867383  0.137
C11 -2.002609 3.169374 -0.794562  1.341
N1 -1.260821 0.347025 -3.921203  -0.002
N2 -2.358633 4.501069 -0.956979  -0.446
N3 3.153999 -2.706680 3.074323  -0.100
N4 1.409215 -0.847057 1.821645  -0.062
C12 1.740653 -2.317730 -0.162941  -0.956
C13 -2.271789 3.980335 -3.832162  -2.005
C14 4.217683 -3.674054 3.338501  -0.914
C15 -0.552399 -2.265544 2.369034  -1.185
C16 0.868534 -1.834445 2.769880  0.261
H1 -1.699303 1.897059 -5.337483  0.303
H2 -1.415308 1.125936 1.869498  0.398
H3 -0.995077 -0.485809 0.032535  0.419
H4 -2.070932 3.443918 1.339438  0.271
H5 -1.032186 -0.356245 -4.615943  0.273
H6 -2.203552 4.911470 -1.873626  0.125
H7 -2.287108 5.109193 -0.145004  0.186
H8 3.421516 -1.766900 2.821695  0.307
H9 1.506923 0.096422 2.160896  0.246
H10 0.703010 -2.446664 -0.463109  0.183
H11 2.351956 -2.272746 -1.062695  0.322
H12 2.062338 -3.158671 0.443734  0.284
H13 -2.340357 3.995570 -4.924561  0.344
H14 -3.251261 4.262608 -3.434502  0.447
H15 -1.526826 4.724382 -3.534779  0.450
H16 4.278281 -4.389188 2.515607  0.278
H17 5.175696 -3.161627 3.441628  0.359
H18 4.001583 -4.220107 4.259526  0.292
H19 -0.979698 -2.885414 3.158719  0.406
H20 -0.531514 -2.850969 1.450642  0.274
H21 -1.188950 -1.391876 2.233833  0.289
H22 0.753502 -1.299653 3.713231  0.332

Cartesian forces, eV/Å:
0.13 -0.11 0.57
0.04 0.36 -0.19
0.03 0.62 0.06
0.28 -1.60 -0.20
0.95 -0.17 -1.75
-0.68 -1.22 -0.52
-0.23 0.99 1.80
0.37 -1.38 -0.69
-0.04 -0.09 -0.69
0.05 -0.16 0.07
0.16 -0.75 -0.16
-0.30 1.08 0.25
-0.04 0.00 -0.94
0.18 0.29 0.52
-0.33 1.62 -0.25
-0.14 0.32 -0.75
0.75 0.88 0.06
-0.55 -0.34 2.02
-0.08 0.17 0.31
-0.07 -0.21 0.14
-0.52 -0.08 0.01
0.50 -0.60 0.32
-0.35 0.45 -0.36
0.08 -0.31 0.21
-0.01 0.02 -0.11
-0.02 0.15 -0.20
0.01 0.07 -0.12
-0.11 0.20 0.33
-0.10 0.04 0.95
0.09 -0.35 -0.57
-0.04 -0.14 -0.03
0.09 0.05 -0.07
-0.10 -0.11 -0.03
-0.05 0.13 0.14
-0.11 -0.22 0.12
0.07 -0.07 0.21
0.10 0.11 -0.12
-0.07 0.10 -0.20
0.06 -0.04 0.09
-0.23 0.05 -0.05
0.03 0.03 -0.13
0.02 -0.03 -0.12
-0.09 0.02 0.01
0.14 0.05 -0.02
0.13 0.17 0.07

Properties
DFT total energy: -29053.4816 eV
SMILES: Cc1c[nH]c(=O)c2cccc(N)c12.CNC(=O)[C@H](C)NC(C)=O
Spin multiplicity: 1
ΔE to the lowest compared entry with this formula, charge and spin: 0.00 kcal/mol
Gap between HOMO and LUMO: 8.2369 eV
Molar mass: 318.4 g mol⁻¹

The following is a quantum chemistry calculation of a structure of composition C16H22N4O6Pd, from the OMol25 dataset.

Last column: Mulliken charge in e.
CARTESIAN COORDINATES (ANGSTROEM)
Pd1 -0.105481 0.258120 1.524283  0.024
N1 0.035065 0.649130 4.543946  -0.764
C1 -0.143139 -0.753838 4.927005  -0.180
C2 -1.151372 -1.538962 4.061832  0.298
O1 -1.723932 -2.478176 4.641989  -0.794
O2 -1.291137 -1.216499 2.843319  -0.639
H1 1.021759 0.877768 4.533734  0.300
H2 -0.247837 0.714430 3.560468  0.494
H3 -0.492069 -0.833520 5.956593  0.332
H4 0.792180 -1.328443 4.857255  0.121
C3 -2.122969 -0.675064 -4.961023  -1.558
C4 -1.887740 0.030924 -3.667490  0.565
C5 -2.860861 0.300939 -2.796605  -0.955
C6 -2.612958 0.951047 -1.501816  1.649
C7 -3.861508 1.379079 -0.752675  -1.968
C8 -1.360979 1.081491 -1.021442  -0.639
C9 -1.131497 1.624595 0.352593  -1.083
O3 -0.038771 2.214836 0.688415  -0.692
C10 -0.184005 0.553028 -1.835281  2.717
C11 1.079335 1.390867 -1.670597  -1.945
C12 -0.457783 0.438429 -3.368608  0.258
H5 -3.190228 -0.850415 -5.129881  0.387
H6 -1.587382 -1.625133 -4.947552  0.275
H7 -1.709333 -0.105278 -5.798037  0.288
H8 -3.892163 0.036361 -3.032603  0.197
H9 -4.708512 1.422389 -1.441652  0.405
H10 -3.756850 2.360144 -0.293831  0.417
H11 -4.114132 0.670410 0.041739  0.336
H12 -2.031657 1.869285 0.913216  0.291
H13 1.477965 1.282503 -0.660210  0.243
H14 0.868247 2.448311 -1.840929  0.395
H15 1.805863 1.032826 -2.402263  0.502
H16 -0.331436 1.469311 -3.785622  0.103
C13 1.808810 -2.066108 1.212271  -0.650
C14 2.733431 -0.929478 1.480846  0.280
N2 2.450021 0.140555 2.189536  0.034
C15 3.585324 0.918619 2.179538  -0.606
C16 4.568162 0.315709 1.457730  -0.422
N3 4.012623 -0.869770 1.023154  -0.068
H17 0.809414 -1.762355 1.535286  0.091
H18 2.109287 -2.963466 1.758138  0.365
H19 1.748390 -2.288103 0.143335  0.146
H20 3.614888 1.871717 2.681461  0.378
H21 5.570332 0.613437 1.203349  0.408
H22 4.426025 -1.525078 0.384253  0.203
O4 0.844753 -2.510306 -2.343430  -0.471
N4 1.137227 -1.414999 -2.154719  0.141
O5 0.460150 -0.411424 -3.920297  -0.868
O6 0.036488 -0.769852 -1.368725  -0.343

Cartesian forces, eV/Å:
-0.43 0.66 0.16
-0.01 -0.15 0.22
0.06 0.11 -0.03
-0.07 -0.12 -0.17
-0.03 -0.01 -0.03
0.25 0.03 0.03
-0.02 -0.02 -0.07
-0.08 0.26 0.12
0.00 -0.02 0.05
0.03 0.02 0.00
-0.07 -0.02 -0.01
0.03 0.06 0.15
-0.02 0.07 0.04
-0.14 -0.07 -0.11
0.14 -0.08 -0.04
-0.02 0.02 0.18
0.32 -0.10 -0.25
-0.24 -0.13 0.03
0.02 0.44 0.03
0.40 -0.09 -0.02
0.42 -0.40 -0.45
0.02 0.00 0.00
0.04 0.00 -0.03
0.01 0.01 0.00
0.03 0.01 0.03
0.01 -0.01 0.01
0.03 0.06 0.05
0.02 0.00 0.00
-0.27 0.09 0.15
0.00 0.03 -0.19
0.00 -0.03 0.01
-0.03 0.06 -0.05
-0.24 0.14 0.15
0.11 0.06 -0.19
-0.01 -0.03 0.02
0.12 -0.22 0.04
-0.11 0.01 -0.01
-0.06 -0.03 -0.01
0.06 -0.04 -0.06
-0.01 -0.29 0.06
0.01 0.00 0.01
0.05 0.01 0.17
-0.01 0.01 -0.02
-0.01 0.00 -0.01
-0.04 0.02 -0.01
-0.22 -2.65 -0.18
0.22 2.21 0.21
-0.21 0.30 0.16
-0.08 -0.15 -0.16

Properties
Charge: -2
DFT total energy: -38670.4384 eV
Spin multiplicity: 1
Gap between HOMO and LUMO: 6.0820 eV
Molar mass: 472.8 g mol⁻¹